Record 1
A structure of composition C6H20F3O8Zr in a non-equilibrium geometry, computed with ωB97M-V with the def2-TZVPD basis set.

Geometry (Å):
Zr1 8.86 -32.79 -0.77
C1 11.68 -31.67 0.92
O1 10.35 -31.98 0.59
H1 11.92 -30.63 0.71
H2 11.89 -32.04 1.92
H3 12.19 -32.33 0.21
C2 5.98 -33.68 -2.72
O2 7.14 -33.33 -1.97
H4 6.05 -34.74 -2.96
H5 5.05 -33.45 -2.19
H6 5.97 -33.10 -3.65
C3 10.57 -32.23 -3.88
O3 10.19 -33.56 -4.33
O4 10.12 -32.15 -2.53
C4 12.12 -32.06 -4.19
F1 12.51 -32.39 -5.47
F2 12.54 -30.80 -3.86
F3 12.93 -32.83 -3.48
C5 9.50 -33.72 -5.62
C6 9.09 -35.14 -5.81
H7 9.83 -35.84 -5.43
H8 8.07 -35.34 -5.45
H9 9.00 -35.25 -6.89
H10 10.22 -33.41 -6.38
H11 8.59 -33.13 -5.68
H12 10.04 -31.57 -4.56
O5 10.06 -34.66 -1.30
H13 10.02 -34.88 -2.24
H14 10.77 -35.20 -0.96
O6 7.05 -32.06 0.68
H15 6.19 -32.44 0.84
H16 7.24 -31.56 1.47
O7 8.57 -34.25 0.90
H17 8.92 -34.10 1.78
H18 8.28 -35.16 0.91
O8 8.34 -30.52 -1.15
H19 7.78 -30.06 -1.76
H20 8.74 -29.83 -0.62

## Properties
* LUMO energy: -3.41 eV
* frontier orbital gap: 8.84 eV
* highest occupied orbital energy: -12.248 eV
* net charge: +1
* largest force on an atom: 4.67 eV/Å

The computed natural (NBO) charges, all in e, follow: number 1, Zr, carries 2.449; number 2, C, carries -0.229; number 3, O, carries -0.924; number 4, H, carries 0.186; number 5, H, carries 0.174; number 6, H, carries 0.174; number 7, C, carries -0.228; number 8, O, carries -0.903; number 9, H, carries 0.181; number 10, H, carries 0.172; number 11, H, carries 0.180; number 12, C, carries 0.341; number 13, O, carries -0.592; number 14, O, carries -0.884; number 15, C, carries 0.936; number 16, F, carries -0.326; number 17, F, carries -0.327; number 18, F, carries -0.322; number 19, C, carries -0.065; number 20, C, carries -0.632; number 21, H, carries 0.221; number 22, H, carries 0.207; number 23, H, carries 0.229; number 24, H, carries 0.187; number 25, H, carries 0.171; number 26, H, carries 0.158; number 27, O, carries -0.943; number 28, H, carries 0.542; number 29, H, carries 0.528; number 30, O, carries -0.930; number 31, H, carries 0.520; number 32, H, carries 0.509; number 33, O, carries -0.935; number 34, H, carries 0.533; number 35, H, carries 0.528; number 36, O, carries -0.923; number 37, H, carries 0.523; number 38, H, carries 0.517

Record 2
The molecule C17H22N4O2 in a non-equilibrium geometry, computed with ωB97M-V with the def2-TZVPD basis set.

Geometry (Å):
N1 -2.13 -0.13 -4.83
C1 -1.87 1.17 -5.10
O1 -1.94 1.45 -6.24
C2 -1.44 2.18 -4.07
C3 -0.81 3.29 -4.68
C4 -0.18 4.28 -3.79
C5 0.08 3.98 -2.44
C6 -0.28 2.66 -1.96
N2 0.41 1.90 -1.13
N3 -0.14 0.65 -1.03
C7 0.20 -0.30 0.04
C8 0.26 0.50 1.30
C9 1.00 -0.25 2.42
N4 1.00 -1.71 2.21
C10 0.63 -2.66 3.30
C11 1.54 -2.56 4.47
C12 0.47 -2.02 5.36
C13 -0.55 -2.15 4.26
C14 1.39 -2.20 0.81
C15 1.33 -1.16 -0.31
C16 -1.18 0.48 -1.90
O2 -1.94 -0.49 -2.09
C17 -1.40 1.83 -2.51
H1 -2.23 -0.80 -5.61
H2 -2.13 -0.52 -3.86
H3 -0.78 3.42 -5.76
H4 0.23 5.20 -4.08
H5 0.72 4.64 -1.78
H6 -0.65 -0.98 0.18
H7 -0.75 0.95 1.61
H8 0.82 1.48 1.20
H9 2.07 0.06 2.58
H10 0.54 -0.02 3.37
H11 0.37 -3.68 3.04
H12 2.17 -3.46 4.73
H13 2.21 -1.72 4.21
H14 0.73 -0.92 5.64
H15 0.34 -2.56 6.28
H16 -1.28 -2.87 4.59
H17 -1.00 -1.26 3.90
H18 2.41 -2.47 0.77
H19 0.81 -3.11 0.46
H20 2.19 -0.52 -0.34
H21 1.18 -1.69 -1.21
H22 -2.40 2.12 -2.03

## Properties
* LUMO energy: -0.76 eV
* SMILES: NC(=O)C1=CC=CC2=NN(C3CCN(C4CCC4)CC3)C(=O)[C@H]12
* frontier orbital gap: 7.16 eV
* highest occupied orbital energy: -7.921 eV
* largest force on an atom: 4.50 eV/Å

The computed natural (NBO) charges, all in e, follow: number 1, N, carries -0.836; number 2, C, carries 0.622; number 3, O, carries -0.627; number 4, C, carries -0.052; number 5, C, carries -0.161; number 6, C, carries -0.191; number 7, C, carries -0.212; number 8, C, carries 0.192; number 9, N, carries -0.216; number 10, N, carries -0.252; number 11, C, carries -0.056; number 12, C, carries -0.416; number 13, C, carries -0.222; number 14, N, carries -0.493; number 15, C, carries -0.017; number 16, C, carries -0.420; number 17, C, carries -0.408; number 18, C, carries -0.421; number 19, C, carries -0.195; number 20, C, carries -0.410; number 21, C, carries 0.676; number 22, O, carries -0.637; number 23, C, carries -0.405; number 24, H, carries 0.406; number 25, H, carries 0.421; number 26, H, carries 0.264; number 27, H, carries 0.219; number 28, H, carries 0.239; number 29, H, carries 0.233; number 30, H, carries 0.218; number 31, H, carries 0.233; number 32, H, carries 0.177; number 33, H, carries 0.212; number 34, H, carries 0.210; number 35, H, carries 0.207; number 36, H, carries 0.208; number 37, H, carries 0.190; number 38, H, carries 0.208; number 39, H, carries 0.211; number 40, H, carries 0.203; number 41, H, carries 0.180; number 42, H, carries 0.196; number 43, H, carries 0.203; number 44, H, carries 0.229; number 45, H, carries 0.287

Record 3
The molecule C4H2O2, computed with ωB97M-V with the def2-TZVPD basis set.

Geometry (Å):
O1 1.48 -0.66 1.31
C1 0.87 0.34 1.02
C2 -0.82 1.53 -0.19
C3 -0.17 0.39 -0.06
C4 -0.65 -0.71 -0.97
O2 -1.35 -0.45 -1.93
H1 1.03 1.30 1.54
H2 -0.38 -1.74 -0.71

## Properties
* LUMO energy: -1.62 eV
* frontier orbital gap: 9.12 eV
* highest occupied orbital energy: -10.745 eV
* largest force on an atom: 0.67 eV/Å

The computed natural (NBO) charges, all in e, follow: number 1, O, carries -0.485; number 2, C, carries 0.434; number 3, C, carries 0.453; number 4, C, carries -0.651; number 5, C, carries 0.430; number 6, O, carries -0.481; number 7, H, carries 0.140; number 8, H, carries 0.159

Record 4
A structure of composition C2H3IS in a non-equilibrium geometry, computed with ωB97M-V with the def2-TZVPD basis set.

Geometry (Å):
C1 -1.10 0.64 -0.05
C2 1.05 -0.39 0.02
S1 -1.42 2.18 -0.22
I1 -2.61 -0.87 0.10
H1 0.90 -1.19 0.75
H2 1.75 0.41 0.37
H3 1.43 -0.77 -0.98

## Properties
* LUMO energy (spin up / spin down): -0.78 / -0.78 eV
* frontier orbital gap (spin up / spin down): 7.65 / 7.65 eV
* highest occupied orbital energy (spin up / spin down): -8.435 / -8.434 eV
* largest force on an atom: 2.22 eV/Å

The computed natural (NBO) charges, all in e, follow: number 1, C, carries -0.441; number 2, C, carries -0.495; number 3, S, carries 0.162; number 4, I, carries 0.174; number 5, H, carries 0.197; number 6, H, carries 0.198; number 7, H, carries 0.205